Computed, not measured: C4H5ClO in the gas phase at a distorted geometry, with ωB97M-V/def2-TZVPD.

As for the LUMO energy: 0.832 eV. Its molecular weight is 104.54 g mol⁻¹. For the HOMO energy, the calculation gives -8.49 eV. The SMILES is Cl[C@H]1C=COC1.

CARTESIAN COORDINATES (ANGSTROEM)
Cl -2.142 -0.180 -0.660
C -0.729 0.219 0.637
C -0.028 -1.093 0.423
C 0.904 -1.070 -0.581
O 1.133 0.237 -0.861
C 0.249 1.158 -0.186
H -1.156 0.741 1.541
H -0.450 -1.887 0.983
H 1.562 -1.702 -1.045
H 0.909 1.748 0.575
H -0.252 1.831 -0.827

Löwdin atomic charge list, values in e, 8 entries:
1. Cl 0.461
2. C -0.431
3. C -0.189
4. C -0.093
5. O -0.112
6. C -0.185
7. H 0.125
8. H 0.081